(1)
This record from the OMol25 dataset describes 10 unconnected molecules or ions with the total composition C32H80F8N4O22P4 at a distorted geometry. The level of theory is ωB97M-V/def2-TZVPD.

```
150
Properties=species:S:1:pos:R:3:mulliken_spin:R:1
C 3.03 -2.92 -2.06 0.00
N 2.38 -4.06 -2.79 0.00
C 2.08 -5.12 -1.72 0.00
C 1.05 -3.68 -3.37 0.00
C 3.24 -4.66 -3.91 0.00
C 4.75 -4.88 -3.56 0.00
O 5.06 -6.20 -3.16 0.00
H 3.46 -2.28 -2.84 0.00
H 3.84 -3.21 -1.39 0.00
H 2.28 -2.39 -1.48 0.00
H 1.31 -4.78 -1.02 0.00
H 3.01 -5.32 -1.18 0.00
H 1.75 -6.06 -2.16 0.00
H 0.39 -3.26 -2.61 0.00
H 0.71 -4.52 -3.97 0.00
H 1.26 -2.89 -4.09 0.00
H 3.22 -3.84 -4.62 0.00
H 2.76 -5.55 -4.32 0.00
H 5.20 -4.14 -2.89 0.00
H 5.31 -4.83 -4.49 0.00
H 5.87 -6.13 -2.64 0.00
P -0.84 -0.77 -0.35 0.00
F -0.83 -2.45 -0.26 0.00
F -1.37 -0.79 -1.92 0.00
F -2.37 -0.76 0.22 0.00
F -0.95 0.87 -0.33 -0.01
F -0.30 -0.66 1.15 0.00
F 0.69 -0.78 -0.92 0.00
C -2.41 1.89 3.17 0.00
C -3.78 1.25 3.32 0.00
C -4.77 2.15 4.15 0.00
O -4.25 2.64 5.44 0.00
C -5.27 3.12 6.28 0.00
N -4.23 1.00 1.95 0.01
H -2.10 2.26 4.15 0.00
H -2.46 2.75 2.50 0.00
H -1.70 1.13 2.87 0.00
H -3.69 0.30 3.83 0.00
H -5.71 1.60 4.19 0.00
H -4.99 3.07 3.60 0.00
H -5.81 3.93 5.79 0.00
H -4.71 3.53 7.13 0.00
H -5.96 2.34 6.61 0.00
H -3.41 0.71 1.42 0.00
H -4.60 1.86 1.59 0.00
C -4.24 2.21 -6.73 0.00
C -2.93 2.53 -5.86 0.02
C -2.66 1.58 -4.64 0.04
O -3.95 1.38 -3.97 0.72
C -4.00 0.45 -2.84 0.05
N -1.83 2.50 -6.77 0.05
H -4.11 1.17 -7.03 0.00
H -4.25 2.87 -7.59 0.00
H -5.07 2.33 -6.03 0.00
H -3.13 3.47 -5.34 0.00
H -2.09 2.10 -3.87 0.03
H -2.18 0.62 -4.82 0.04
H -3.48 0.83 -1.96 0.03
H -3.64 -0.53 -3.14 0.02
H -4.99 0.19 -2.47 0.01
H -0.99 2.76 -6.27 0.00
H -1.89 3.31 -7.37 0.00
C 2.56 2.34 1.12 0.00
C 1.33 2.31 2.00 0.00
C 1.47 3.20 3.24 0.00
O 0.37 3.02 4.09 0.00
C 0.53 3.35 5.46 0.00
N 0.24 2.92 1.26 0.00
H 3.51 2.37 1.66 0.00
H 2.52 3.25 0.53 0.00
H 2.53 1.53 0.38 0.00
H 1.11 1.26 2.16 0.00
H 1.66 4.26 3.08 0.00
H 2.38 2.97 3.80 0.00
H -0.36 3.10 6.05 0.00
H 0.78 4.36 5.78 0.00
H 1.28 2.69 5.89 0.00
H -0.42 3.02 2.02 0.00
H -0.17 2.18 0.70 0.00
C -5.40 7.83 0.23 0.00
O -5.11 6.41 0.45 0.00
P -4.62 5.54 -0.82 0.00
O -4.35 6.35 -1.99 0.00
O -3.42 4.57 -0.25 0.00
C -2.66 3.82 -1.19 -0.01
O -5.88 4.50 -0.92 0.00
C -6.55 4.15 0.24 0.00
H -5.13 8.33 -0.70 0.00
H -4.99 8.54 0.95 0.00
H -6.48 7.97 0.32 0.00
H -2.85 4.24 -2.18 0.00
H -2.85 2.75 -1.20 0.00
H -1.57 3.89 -1.18 0.00
H -7.25 3.34 0.04 0.00
H -7.10 5.03 0.57 0.00
H -5.90 3.73 1.01 0.00
C 4.09 -7.70 0.83 0.00
O 3.37 -6.53 1.04 0.00
P 3.77 -5.38 2.11 0.00
O 5.12 -4.76 1.94 0.00
O 2.66 -4.17 1.94 0.00
C 1.31 -4.35 2.44 0.00
O 3.44 -6.01 3.56 0.00
C 4.27 -6.92 4.20 0.00
H 5.06 -7.72 1.32 0.00
H 4.26 -7.76 -0.24 0.00
H 3.46 -8.52 1.17 0.00
H 1.07 -5.41 2.40 0.00
H 0.55 -3.77 1.91 0.00
H 1.16 -4.24 3.51 0.00
H 3.73 -7.79 4.58 0.00
H 4.60 -6.54 5.17 0.00
H 5.10 -7.18 3.54 0.00
C 3.62 -1.05 0.86 0.00
O 4.76 -0.25 0.58 0.00
P 6.17 -0.82 0.03 0.00
O 6.80 -1.96 0.73 0.00
O 7.13 0.56 -0.04 0.00
C 7.22 1.41 1.13 0.00
O 5.90 -1.02 -1.57 0.00
C 5.31 0.04 -2.39 0.00
H 3.06 -0.85 1.77 0.00
H 3.81 -2.12 0.99 0.00
H 2.97 -0.84 0.02 0.00
H 6.98 2.45 0.90 0.00
H 8.25 1.37 1.46 0.00
H 6.58 1.15 1.97 0.00
H 5.23 0.96 -1.80 0.00
H 4.33 -0.13 -2.83 0.00
H 6.03 0.31 -3.15 0.00
C -2.42 -2.40 3.16 0.00
C -2.68 -3.51 2.14 0.00
O -4.01 -3.83 2.47 0.00
C -4.26 -3.53 3.72 0.00
O -5.27 -3.80 4.32 0.00
O -3.26 -2.83 4.20 0.00
F -1.88 -4.59 2.22 0.00
H -2.63 -1.41 2.75 0.00
H -1.38 -2.28 3.47 0.00
H -2.52 -3.03 1.18 0.00
C 1.00 1.94 -3.41 0.01
C 1.24 2.81 -2.19 0.00
O 0.71 4.04 -2.62 0.00
C 0.39 3.98 -3.90 0.00
O -0.12 4.89 -4.52 0.00
O 0.73 2.78 -4.44 0.00
F 2.52 2.95 -1.97 0.00
H 0.14 1.31 -3.18 0.00
H 1.86 1.27 -3.50 0.00
H 0.80 2.40 -1.28 0.00
```

Calculated values
- multiplicity = 2
- frontier orbital gap (alpha / beta) (eV) = 8.3 / 2.3
- HOMO (alpha / beta) (eV) = -10.725 / -10.673
- largest force on an atom (eV Å⁻¹) = 3.9
- total charge = +1
- ⟨S²⟩ = 0.755
- energy (eV) = -144380.391
- molar mass (g mol⁻¹) = 1148.878



(2)
This record from the OMol25 dataset describes a molecular structure, C32H80HfN2O20 at a distorted geometry. The level of theory is ωB97M-V/def2-TZVPD.

```
135
Properties=species:S:1:pos:R:3:mulliken_spin:R:1
Hf 2.02 4.41 0.45 0.94
N 2.16 2.58 -2.70 0.00
O 2.61 1.45 -2.77 0.00
O 2.10 3.20 -1.65 0.01
O 1.78 3.01 -3.79 0.00
C -1.43 1.40 1.60 0.00
C -0.42 1.60 0.54 0.01
C -1.10 1.73 -0.85 -0.01
O 0.43 2.69 0.75 0.15
H -1.98 2.31 1.81 0.00
H -0.86 1.23 2.51 0.00
H -2.07 0.52 1.52 0.00
H 0.08 0.65 0.38 0.00
H -0.28 1.83 -1.55 0.00
H -1.76 2.59 -0.91 0.00
H -1.81 0.90 -0.87 0.00
C -3.95 2.00 4.27 0.00
N -5.06 2.95 4.40 0.00
O -5.05 4.02 3.80 0.00
O -5.94 2.52 5.16 0.00
H -3.92 1.39 5.17 0.00
H -3.07 2.63 4.14 0.00
H -4.37 1.41 3.45 0.00
C 2.84 -5.66 5.24 0.00
O 1.92 -5.36 4.09 0.00
C 2.58 -4.96 2.92 0.00
C 2.63 -3.41 2.74 0.00
O 1.37 -2.82 2.58 0.00
C 1.29 -1.39 2.23 0.00
H 2.34 -5.82 6.20 0.00
H 3.55 -4.85 5.37 0.00
H 3.51 -6.52 5.19 0.00
H 2.18 -5.34 1.99 0.00
H 3.57 -5.39 2.79 0.00
H 3.20 -3.17 1.85 0.00
H 3.13 -2.96 3.59 0.00
H 0.34 -0.96 2.54 0.00
H 1.51 -1.21 1.18 0.00
H 2.08 -0.87 2.78 0.00
C -0.95 5.98 1.88 0.00
O 0.29 5.17 1.99 -0.10
C 0.49 4.86 3.40 0.00
C 1.34 3.71 3.62 0.02
O 2.49 3.86 2.72 -0.09
C 3.78 4.07 3.44 0.01
H -1.25 6.18 0.85 0.00
H -0.72 6.99 2.22 0.01
H -1.82 5.47 2.29 0.00
H -0.47 4.68 3.89 0.00
H 0.74 5.74 3.99 0.00
H 0.79 2.79 3.43 0.00
H 1.62 3.82 4.67 0.00
H 4.01 3.28 4.15 0.00
H 3.83 5.03 3.95 0.00
H 4.51 4.11 2.64 0.00
C -2.86 -8.46 -2.28 0.00
O -2.98 -7.20 -2.82 0.00
C -2.30 -6.13 -2.14 0.00
C -2.97 -4.86 -2.68 0.00
O -2.45 -3.83 -1.87 0.00
C -2.97 -2.55 -2.23 0.00
H -3.36 -8.35 -1.33 0.00
H -1.78 -8.55 -2.17 0.00
H -3.39 -9.21 -2.86 0.00
H -1.24 -6.22 -2.40 0.00
H -2.26 -6.09 -1.05 0.00
H -4.05 -5.01 -2.65 0.00
H -2.70 -4.68 -3.72 0.00
H -2.44 -1.97 -1.48 0.00
H -4.01 -2.29 -2.08 0.00
H -2.68 -2.23 -3.24 0.00
C -1.30 3.25 -4.50 0.00
O -0.59 3.13 -5.73 0.00
C -1.42 2.99 -6.87 0.00
C -0.72 2.06 -7.91 0.00
O 0.68 2.37 -8.11 0.00
C 1.30 1.71 -9.16 0.00
H -1.89 2.34 -4.40 0.00
H -2.00 4.09 -4.55 0.00
H -0.70 3.38 -3.60 0.00
H -1.69 3.96 -7.30 0.00
H -2.43 2.61 -6.73 0.00
H -1.24 2.03 -8.87 0.00
H -0.73 1.06 -7.48 0.00
H 1.11 0.64 -9.22 0.00
H 2.38 1.72 -9.02 0.00
H 1.14 2.07 -10.18 0.00
C -5.61 -0.87 6.13 0.00
O -5.99 -1.95 5.27 0.00
C -5.05 -3.00 5.25 0.00
C -3.85 -2.77 4.33 0.00
O -2.96 -1.69 4.82 0.00
C -1.71 -1.66 4.20 0.00
H -5.60 -1.13 7.19 0.00
H -6.41 -0.14 6.04 0.00
H -4.64 -0.45 5.85 0.00
H -5.57 -3.90 4.94 0.00
H -4.73 -3.24 6.27 0.00
H -4.11 -2.61 3.29 0.00
H -3.15 -3.60 4.33 0.00
H -0.86 -1.96 4.81 0.00
H -1.58 -0.61 3.93 0.00
H -1.61 -2.33 3.34 0.00
C 2.88 -3.94 -4.62 0.00
O 2.66 -3.03 -3.60 0.00
C 1.32 -3.16 -3.04 0.00
C 0.95 -2.05 -2.01 0.00
O 0.98 -0.74 -2.58 0.00
C -0.21 -0.63 -3.49 0.00
H 2.35 -4.89 -4.51 0.00
H 3.92 -4.28 -4.64 0.00
H 2.60 -3.53 -5.59 0.00
H 1.25 -4.14 -2.58 0.00
H 0.59 -3.19 -3.86 0.00
H 1.70 -2.04 -1.22 0.00
H 0.00 -2.19 -1.49 0.00
H -0.32 -1.35 -4.31 0.00
H -0.23 0.34 -4.00 0.00
H -1.09 -0.67 -2.85 0.00
C 3.20 1.44 1.25 -0.01
O 3.61 2.69 0.81 -0.02
C 4.84 2.50 0.02 0.01
C 5.32 3.89 -0.43 0.01
O 4.23 4.75 -0.79 0.05
C 4.66 5.94 -1.46 0.00
H 4.07 0.91 1.64 0.00
H 2.62 0.92 0.49 0.01
H 2.66 1.52 2.19 0.00
H 4.63 1.89 -0.86 0.00
H 5.68 2.23 0.66 0.00
H 6.12 3.79 -1.17 0.00
H 5.75 4.29 0.49 0.00
H 3.84 6.53 -1.88 0.00
H 5.26 5.70 -2.34 0.00
H 5.28 6.57 -0.82 0.00
```

Calculated values
- multiplicity = 2
- frontier orbital gap (alpha / beta) (eV) = 6.4 / 6.2
- HOMO (alpha / beta) (eV) = -10.510 / -10.510
- largest force on an atom (eV Å⁻¹) = 7.0
- total charge = +1
- ⟨S²⟩ = 0.751
- energy (eV) = -79691.238
- molar mass (g mol⁻¹) = 991.476



(3)
This record from the OMol25 dataset describes a molecular structure, C32H80O16 at a distorted geometry. The level of theory is ωB97M-V/def2-TZVPD.

```
128
Properties=species:S:1:pos:R:3:mulliken_charge:R:1
C 0.97 -1.86 0.49 -0.10
O 0.45 -0.96 1.56 -0.56
C -0.93 -0.99 1.49 -0.16
C -1.53 0.14 2.40 0.18
O -1.35 1.55 2.14 0.29
C 0.01 2.05 1.94 -1.05
H 2.05 -2.00 0.43 0.03
H 0.83 -1.47 -0.52 -0.54
H 0.53 -2.84 0.67 0.58
H -1.50 -1.90 1.66 0.78
H -1.15 -0.67 0.47 -0.17
H -1.27 0.10 3.46 0.83
H -2.61 0.09 2.33 -0.88
H 0.78 1.50 2.49 0.34
H 0.19 3.13 1.96 0.68
H 0.19 1.69 0.93 0.12
C -3.58 2.86 0.61 -1.43
O -4.37 2.33 1.68 -0.19
C -5.74 2.15 1.40 -0.74
C -6.09 1.09 0.33 0.22
O -5.54 -0.23 0.64 -0.53
C -4.08 -0.38 0.63 0.54
H -3.19 2.15 -0.12 0.59
H -2.69 3.35 1.01 0.05
H -4.12 3.69 0.15 0.65
H -6.02 3.17 1.15 0.49
H -6.18 1.93 2.38 0.31
H -5.82 1.52 -0.64 -0.20
H -7.17 1.18 0.21 0.49
H -3.59 0.04 -0.24 -0.42
H -3.73 -1.40 0.80 0.54
H -3.67 0.04 1.54 0.05
C -5.30 3.67 7.88 -0.81
O -4.29 3.28 6.95 -0.31
C -4.82 2.77 5.75 -0.87
C -3.71 2.28 4.90 1.02
O -3.03 1.17 5.50 -0.49
C -1.89 0.66 4.68 -1.02
H -6.02 4.39 7.48 0.32
H -4.80 4.19 8.70 0.26
H -5.86 2.86 8.35 0.31
H -5.40 3.47 5.14 0.38
H -5.43 1.88 5.92 0.34
H -2.94 3.05 4.93 0.23
H -4.02 2.09 3.87 -0.53
H -2.28 0.34 3.72 -0.36
H -1.58 -0.19 5.28 0.25
H -1.02 1.31 4.66 0.28
C 2.47 -3.18 -0.17 -1.77
O 2.39 -4.07 -1.25 0.24
C 2.62 -5.40 -0.90 -0.53
C 2.78 -6.22 -2.13 -0.77
O 4.10 -6.63 -2.42 -0.51
C 4.92 -5.65 -3.02 -0.11
H 1.89 -2.27 -0.35 -0.65
H 3.50 -2.90 0.08 0.53
H 2.12 -3.66 0.75 0.90
H 1.82 -5.81 -0.30 0.43
H 3.49 -5.49 -0.24 0.45
H 2.51 -5.70 -3.05 0.30
H 2.13 -7.09 -2.14 0.40
H 4.91 -4.80 -2.34 -0.17
H 4.46 -5.31 -3.95 0.31
H 5.90 -6.11 -3.08 0.39
C -1.76 -0.16 -1.43 -1.71
O -1.88 1.23 -1.64 1.37
C -2.43 1.81 -2.85 -0.70
C -4.02 1.64 -2.90 -1.01
O -4.79 2.26 -1.81 -0.32
C -4.74 3.65 -2.02 -1.12
H -2.57 -0.81 -1.75 0.49
H -1.67 -0.46 -0.38 0.59
H -0.80 -0.31 -1.92 0.61
H -2.04 1.64 -3.86 0.50
H -2.19 2.86 -2.66 0.41
H -4.27 0.60 -3.09 0.39
H -4.43 2.07 -3.82 0.58
H -5.54 4.05 -1.41 0.34
H -5.06 3.99 -3.01 0.37
H -3.85 4.14 -1.64 0.39
C -0.09 1.59 -1.34 -1.19
O 1.06 2.13 -0.63 0.36
C 1.79 3.02 -1.29 -0.71
C 3.22 3.29 -0.71 -0.33
O 3.38 3.98 0.61 -0.52
C 2.86 3.24 1.64 -0.29
H -0.23 0.59 -0.92 -1.24
H 0.04 1.37 -2.40 0.37
H -0.98 2.19 -1.15 0.19
H 1.31 4.00 -1.29 0.11
H 1.85 2.72 -2.34 0.56
H 3.80 3.96 -1.34 0.44
H 3.72 2.32 -0.75 -0.07
H 3.21 2.21 1.57 -0.08
H 1.78 3.32 1.58 0.29
H 3.39 3.46 2.57 0.56
C 4.30 1.00 2.48 -1.20
O 4.45 0.87 1.04 -0.44
C 3.35 0.28 0.43 -0.32
C 3.76 -0.10 -0.90 -0.96
O 4.65 -1.18 -0.80 -0.35
C 4.92 -1.80 -2.05 -0.80
H 5.08 1.64 2.89 0.30
H 4.47 -0.03 2.78 0.44
H 3.36 1.22 2.99 0.48
H 2.69 1.16 0.40 -0.41
H 2.94 -0.55 1.00 1.12
H 4.13 0.70 -1.53 1.01
H 2.85 -0.41 -1.43 0.29
H 4.93 -2.86 -1.83 0.21
H 5.93 -1.86 -2.46 0.23
H 4.18 -1.58 -2.82 0.22
C 0.54 -2.20 -2.34 -0.83
O 1.86 -2.08 -2.79 0.09
C 2.25 -3.08 -3.67 -0.23
C 3.62 -2.67 -4.18 -0.96
O 3.86 -3.74 -5.14 -0.51
C 5.20 -3.56 -5.57 -0.91
H -0.32 -2.30 -3.00 0.56
H 0.45 -1.36 -1.64 1.22
H 0.48 -3.06 -1.67 0.37
H 1.52 -3.21 -4.47 0.41
H 2.28 -4.03 -3.14 -0.36
H 4.25 -2.49 -3.31 0.73
H 3.65 -1.69 -4.65 0.71
H 5.92 -3.48 -4.75 0.27
H 5.24 -2.62 -6.12 0.38
H 5.38 -4.51 -6.08 0.35
```

Calculated values
- frontier orbital gap (eV) = 8.6
- energy relative to the best compared isomer or geometry (same formula, charge and spin) (kcal per mole) = 606.1
- HOMO (eV) = -8.299
- largest force on an atom (eV Å⁻¹) = 10.2
- energy (eV) = -67205.038
- molar mass (g mol⁻¹) = 720.976



Question: Look up the largest force on an atom of the second one.
Answer: 7.0 eV Å⁻¹